Record 1
The following is a DFT calculation (ωB97M-V/def2-TZVPD) of a single Cl2H2NP molecule.

Values from the calculation:
- Gap between HOMO and LUMO: 9.3793 eV
- Relative energy (zero: lowest compared OMol25 entry of this formula, charge and spin): 100.6 kcal per mole
- Energy: -35853.312 eV
- SMILES: PN(Cl)Cl

Geometry as ORCA input:
```
! wB97M-V def2-TZVPD RIJCOSX def2/J DEFGRID3
* xyz 0 1
N -0.63 -0.11 -0.45
P 0.36 -0.53 0.95
Cl 0.14 0.93 -1.60
Cl -2.10 0.71 0.22
H 1.00 -1.50 0.27
H 1.24 0.50 0.62
*
```


Record 2
The following is a DFT calculation (ωB97M-V/def2-TZVPD) of 4 unconnected molecules or ions with the total composition C16H35O9PS.

Values from the calculation:
- Gap between HOMO and LUMO: 9.2933 eV
- Energy: -55710.866 eV
- SMILES: O=S(=O)(O)CCCCP.CCOC(C)=O.CCOC(C)=O.CCOC(C)=O

Geometry as ORCA input:
```
! wB97M-V def2-TZVPD RIJCOSX def2/J DEFGRID3
* xyz 0 1
O -1.08 5.60 0.95
S -0.81 4.21 1.16
O -1.84 3.36 1.68
O -0.40 3.56 -0.22
C 0.64 4.08 2.21
C 1.90 3.53 1.55
C 1.90 1.99 1.43
C 2.63 1.30 2.57
P 2.95 -0.52 2.34
H 0.29 4.09 -0.68
H 0.32 3.45 3.04
H 0.80 5.10 2.57
H 2.04 3.99 0.57
H 2.74 3.85 2.16
H 2.38 1.72 0.49
H 0.88 1.61 1.36
H 2.02 1.34 3.48
H 3.59 1.79 2.77
H 1.60 -0.92 2.28
H 3.17 -0.51 0.94
O 1.78 5.21 -1.51
C 1.35 6.28 -1.88
O 1.80 7.38 -1.26
C 1.41 8.71 -1.64
C 0.09 9.10 -1.03
C 0.30 6.38 -2.95
H 1.42 8.81 -2.73
H 2.21 9.34 -1.26
H -0.73 8.47 -1.38
H -0.15 10.13 -1.29
H 0.13 9.01 0.05
H -0.67 6.18 -2.48
H 0.49 5.61 -3.68
H 0.25 7.34 -3.45
O 2.07 -4.48 2.64
C 1.72 -4.46 1.49
O 1.66 -3.26 0.87
C 1.38 -3.12 -0.53
C -0.11 -3.17 -0.82
C 1.29 -5.70 0.75
H 1.93 -3.86 -1.10
H 1.78 -2.14 -0.78
H -0.54 -4.14 -0.56
H -0.28 -3.00 -1.88
H -0.63 -2.40 -0.25
H 0.25 -5.90 1.01
H 1.91 -6.52 1.09
H 1.36 -5.63 -0.33
O -0.88 -6.75 -1.14
C -2.03 -7.08 -1.06
O -2.94 -6.16 -0.68
C -4.35 -6.41 -0.65
C -4.77 -7.10 0.63
C -2.47 -8.51 -1.32
H -4.66 -6.96 -1.54
H -4.80 -5.42 -0.71
H -4.32 -8.09 0.72
H -5.86 -7.22 0.64
H -4.48 -6.51 1.49
H -2.27 -9.09 -0.42
H -1.85 -8.90 -2.12
H -3.51 -8.62 -1.59
*
```


Record 3
The following is a DFT calculation (ωB97M-V/def2-TZVPD) of a molecular structure, C20H40B3FN6O8.

Values from the calculation:
- Gap between HOMO and LUMO: 9.3874 eV
- Energy: -51466.519 eV

Geometry as ORCA input:
```
! wB97M-V def2-TZVPD RIJCOSX def2/J DEFGRID3
* xyz 0 1
F -0.58 4.70 6.57
B -1.26 4.06 5.62
O -2.15 3.08 5.99
B -2.49 2.17 4.99
O -2.45 2.62 3.69
B -1.23 3.28 3.51
C -0.12 2.72 2.57
C 1.18 3.15 2.75
C 2.19 2.65 1.92
C 1.80 1.72 0.97
C 0.47 1.33 0.89
N -0.51 1.81 1.65
O -1.04 4.41 4.31
H -2.76 1.04 5.20
H 1.41 3.89 3.51
H 3.21 2.97 2.04
H 2.52 1.28 0.30
H 0.22 0.58 0.15
C 1.70 -2.81 -2.08
C 1.85 -1.33 -1.88
O 1.29 -0.72 -0.97
N 2.64 -0.66 -2.75
C 3.39 -1.20 -3.87
H 1.04 -3.21 -1.32
H 1.27 -3.02 -3.06
H 2.67 -3.30 -2.00
H 2.70 0.33 -2.57
H 4.46 -1.00 -3.73
H 3.06 -0.72 -4.80
H 3.26 -2.27 -3.96
C 4.71 -6.20 -5.04
C 4.89 -4.71 -4.90
O 4.34 -4.07 -4.02
N 5.71 -4.09 -5.80
C 6.44 -4.68 -6.90
H 4.04 -6.54 -4.26
H 4.27 -6.45 -6.01
H 5.67 -6.72 -4.93
H 5.79 -3.10 -5.65
H 7.51 -4.50 -6.78
H 6.13 -4.23 -7.85
H 6.27 -5.75 -6.95
C -2.10 -0.94 -1.79
C -2.21 -2.44 -1.70
O -1.24 -3.16 -1.49
N -3.44 -3.00 -1.85
C -4.70 -2.32 -2.10
H -1.06 -0.67 -1.64
H -2.43 -0.59 -2.76
H -2.71 -0.47 -1.02
H -3.45 -4.00 -1.78
H -5.41 -2.53 -1.30
H -5.13 -2.66 -3.05
H -4.55 -1.24 -2.16
C 1.73 1.39 10.60
C 2.14 2.15 9.36
O 3.24 2.00 8.85
N 1.24 3.01 8.83
C -0.10 3.32 9.29
H 2.55 0.74 10.90
H 1.50 2.08 11.42
H 0.85 0.77 10.40
H 1.58 3.49 8.01
H -0.82 3.08 8.51
H -0.17 4.38 9.52
H -0.35 2.75 10.18
C -5.63 2.59 -2.46
C -4.99 1.68 -3.49
O -4.16 0.84 -3.18
N -5.37 1.83 -4.78
C -6.33 2.77 -5.34
H -5.22 2.35 -1.49
H -5.41 3.63 -2.69
H -6.71 2.44 -2.44
H -4.90 1.20 -5.41
H -7.14 2.22 -5.83
H -5.85 3.41 -6.07
H -6.76 3.39 -4.56
*
```


Record 4
The following is a DFT calculation (ωB97M-V/def2-TZVPD) of a single C3H4N2S molecule.

Values from the calculation:
- Gap between HOMO and LUMO: 7.4293 eV
- Relative energy (zero: lowest compared OMol25 entry of this formula, charge and spin): 148.7 kcal per mole
- Energy: -16985.041 eV
- SMILES: CN1C#CSN1

Geometry as ORCA input:
```
! wB97M-V def2-TZVPD RIJCOSX def2/J DEFGRID3
* xyz 0 1
C 1.90 -1.25 0.64
C 3.34 -0.90 0.60
C -0.34 -0.53 0.13
N 1.81 0.66 -0.67
N 1.08 -0.47 0.04
S 3.46 0.49 -0.19
H -0.68 -1.50 0.02
H -0.72 -0.31 1.10
H -0.78 0.28 -0.49
H 1.27 1.53 -0.93
*
```


Q: Which formula does entry 4 have?
A: C3H4N2S


What did the first record say?
The following is a DFT calculation (ωB97M-V/def2-TZVPD) of a single Cl2H2NP molecule.

Values from the calculation:
- Gap between HOMO and LUMO: 9.3793 eV
- Relative energy (zero: lowest compared OMol25 entry of this formula, charge and spin): 100.6 kcal per mole
- Energy: -35853.312 eV
- SMILES: PN(Cl)Cl

Geometry as ORCA input:
```
! wB97M-V def2-TZVPD RIJCOSX def2/J DEFGRID3
* xyz 0 1
N -0.63 -0.11 -0.45
P 0.36 -0.53 0.95
Cl 0.14 0.93 -1.60
Cl -2.10 0.71 0.22
H 1.00 -1.50 0.27
H 1.24 0.50 0.62
*
```